Record 1
The following is a DFT calculation (ωB97M-V with the def2-TZVPD basis set) of an isolated molecule of C5H10.

```
15
C5H10, DFT ωB97M-V with the def2-TZVPD basis set
C -2.630 -0.325 0.009
C -1.317 0.467 0.020
C -0.009 -0.085 -0.036
C 1.247 0.614 -0.093
C 2.385 -0.430 0.030
H -3.298 0.004 1.013
H -3.222 -0.056 -0.831
H -2.397 -1.186 -0.249
H -1.119 1.458 0.163
H 0.131 -1.181 -0.065
H 1.072 1.188 -1.047
H 1.243 1.416 0.855
H 3.259 0.237 0.085
H 2.471 -1.135 1.013
H 2.183 -0.986 -0.866
```

## Properties
Net charge: 0
Energy relative to the best compared isomer or geometry (same formula, charge and spin) (eV): 3.7062
HOMO energy (eV): -8.5
Orbital gap (Eh): 0.357

Now the Mulliken charges, all in e: -1.197 -0.364 -0.204 -0.174 -1.191 0.231 0.332 0.442 0.426 0.234 0.229 0.273 0.361 0.233 0.369

=====

Record 2
The following is a DFT calculation (ωB97M-V with the def2-TZVPD basis set) of an isolated molecule of C11H16Si.

```
28
C11H16Si, DFT ωB97M-V with the def2-TZVPD basis set
C 1.850 -1.069 1.041
C 0.814 -0.634 0.392
C 0.729 -0.301 -1.108
C 1.596 0.671 -1.649
C 1.425 1.024 -2.898
C 0.494 0.422 -3.697
C -0.280 -0.578 -3.203
C -0.252 -0.906 -1.876
Si -0.570 -0.017 1.519
C -1.037 -1.164 2.852
C -2.180 0.224 0.597
C 0.042 1.583 2.120
H 2.810 -1.232 0.507
H 1.793 -1.276 2.105
H 2.355 1.026 -1.029
H 2.144 1.748 -3.243
H 0.360 0.756 -4.693
H -1.055 -1.007 -3.891
H -1.070 -1.530 -1.444
H -1.715 -1.956 2.510
H -1.494 -0.795 3.774
H -0.100 -1.603 3.302
H -2.379 -0.401 -0.282
H -3.022 0.218 1.184
H -1.970 1.268 0.233
H 0.562 2.169 1.325
H -0.699 2.024 2.759
H 0.849 1.334 2.792
```

## Properties
Net charge: 0
Energy relative to the best compared isomer or geometry (same formula, charge and spin) (eV): 1.1342
HOMO energy (eV): -8.9
Orbital gap (Eh): 0.359

Now the Mulliken charges, all in e: -0.890 0.240 0.310 -0.512 -0.510 -0.525 -0.567 -0.080 0.366 -1.088 -1.160 -1.066 0.266 0.228 0.529 0.350 0.417 0.279 0.418 0.284 0.365 0.312 0.343 0.430 0.240 0.321 0.350 0.351

=====

Record 3
The following is a DFT calculation (ωB97M-V with the def2-TZVPD basis set) of a cluster of 5 separate species, C6H14N2 in total.

```
22
C6H14N2, DFT ωB97M-V with the def2-TZVPD basis set
C -2.053 1.059 -0.587
C -1.453 0.757 1.662
N -2.345 0.560 0.551
C -1.008 -1.991 -0.812
N -1.333 -1.911 0.300
H -1.291 0.070 -2.030
H -1.377 -0.181 2.207
H -1.140 1.650 -0.738
H -2.888 1.237 -1.258
H -1.894 1.476 2.355
H -0.452 1.100 1.374
H -0.572 -2.539 -1.616
H -1.174 -0.698 -2.377
C 2.113 -0.706 1.046
C 2.113 -0.290 -0.388
C 2.082 0.961 -0.819
H 2.202 -1.099 -1.107
H 1.259 -1.353 1.257
H 3.015 -1.272 1.285
H 2.056 0.160 1.704
H 2.122 1.210 -1.869
H 2.016 1.798 -0.139
```

## Properties
Net charge: 0
Energy relative to the best compared isomer or geometry (same formula, charge and spin) (eV): 4.7737
HOMO energy (eV): -9.3
Orbital gap (Eh): 0.374

Now the Mulliken charges, all in e: -0.598 -0.538 -0.338 -0.031 -0.368 -0.091 0.266 0.351 0.405 0.304 0.133 0.362 0.134 -1.022 0.218 -0.905 0.350 0.202 0.349 0.278 0.271 0.265

=====

Record 4
The following is a DFT calculation (ωB97M-V with the def2-TZVPD basis set) of an isolated molecule of CH3NO3.

```
8
CH3NO3, DFT ωB97M-V with the def2-TZVPD basis set
O 0.675 1.777 0.578
C 0.869 0.612 0.451
N -0.132 -0.271 -0.389
O -1.151 0.373 -0.852
O -0.407 -1.476 0.098
H 1.691 0.058 0.776
H -1.519 0.974 -0.172
H -0.027 -2.047 -0.491
```

## Properties
Net charge: 0
Energy relative to the best compared isomer or geometry (same formula, charge and spin) (eV): 2.8261
HOMO energy (eV): -9.2
Orbital gap (Eh): 0.366

Now the Mulliken charges, all in e: -0.441 0.063 0.099 -0.379 -0.398 0.388 0.313 0.355

=====

Record 5
The following is a DFT calculation (ωB97M-V with the def2-TZVPD basis set) of a structure of composition C2H3NOS2.

```
9
C2H3NOS2, DFT ωB97M-V with the def2-TZVPD basis set
C 0.277 -1.470 0.572
C -0.334 1.694 -0.092
H 0.613 -2.752 0.196
H -0.275 -1.124 -1.415
H -0.656 1.436 1.053
N -0.422 -0.812 -0.385
O -0.009 0.544 -0.662
S 1.167 -0.718 1.796
S -0.362 3.200 -1.063
```

## Properties
Net charge: 0
Energy relative to the best compared isomer or geometry (same formula, charge and spin) (eV): 5.4992
HOMO energy (eV): -9.0
Orbital gap (Eh): 0.296

Now the Mulliken charges, all in e: -0.045 0.040 0.228 0.340 0.225 -0.221 -0.141 -0.208 -0.219

=====

Record 6
The following is a DFT calculation (ωB97M-V with the def2-TZVPD basis set) of a cluster of 2 separate species, C4H3NO2 in total.

```
10
C4H3NO2, DFT ωB97M-V with the def2-TZVPD basis set
N -2.327 -1.005 -0.129
C -1.432 -0.196 -0.245
C -0.521 0.766 -0.257
C 0.512 0.748 0.787
C 2.135 -0.261 -0.525
O 0.680 -0.156 1.583
O 2.671 -1.251 -0.368
H -2.285 -1.873 -0.656
H -0.575 1.568 -0.988
H 1.141 1.659 0.797
```

## Properties
Net charge: 0
Energy relative to the best compared isomer or geometry (same formula, charge and spin) (eV): 2.4285
HOMO energy (eV): -9.7
Orbital gap (Eh): 0.370

Now the Mulliken charges, all in e: -0.453 0.589 -0.674 0.032 0.152 -0.534 -0.172 0.295 0.359 0.406

=====

Question: What is the formula in the first record?
Answer: C5H10

=====

Question: The lowest energy relative to the best compared isomer or geometry (same formula, charge and spin) belongs to which entry?
Answer: C11H16Si

=====

Question: The lowest HOMO energy belongs to which entry?
Answer: C4H3NO2

=====

Question: Among the records above, which one has the lowest energy relative to the best compared isomer or geometry (same formula, charge and spin)?
Answer: C11H16Si